Entry 1:
# C18H28BrO13P3

A cluster of 3 separate species, C18H28BrO13P3 in total (the ωB97M-V functional and the def2-TZVPD basis, the OMol25 dataset).

```
63
Properties=species:S:1:pos:R:3:lowdin_charge:R:1
C 2.7396 -4.6165 -0.7145 -0.09
O 2.7240 -3.6111 0.2856 -0.19
C 1.4270 -3.1198 0.5797 -0.21
C 0.6803 -2.7494 -0.6902 -0.15
C 1.1593 -1.7167 -1.5239 -0.34
P 2.6958 -0.7608 -1.1670 0.60
O 2.6307 0.5433 -2.1660 -0.38
Br 2.4451 0.1728 0.8711 0.33
C 0.4625 -1.3881 -2.6780 -0.05
C -0.7117 -2.0173 -3.0570 0.01
C -1.1938 -3.0122 -2.2345 -0.08
C -0.4953 -3.3882 -1.0775 -0.04
C -1.1072 -4.5243 -0.2995 -0.25
O -0.4900 -5.4065 0.2327 0.14
C -2.6155 -4.5006 -0.2829 -0.23
O -3.2704 -4.8755 0.8712 0.06
C -3.2725 -4.1317 -1.3739 0.08
C -2.4792 -3.7112 -2.5659 -0.33
O -2.8337 -3.9361 -3.6906 0.13
H 1.8582 -5.2578 -0.6841 0.08
H 2.8785 -4.1784 -1.7065 0.09
H 3.6024 -5.2477 -0.5011 0.09
H 0.8828 -3.8679 1.1547 0.12
H 1.4936 -2.2435 1.2166 0.05
H 1.9103 1.1168 -1.8590 0.05
H 0.8637 -0.5817 -3.2798 0.10
H -1.2392 -1.7544 -3.9544 0.09
H -3.5666 -4.0470 1.2636 0.11
H -4.3538 -4.0962 -1.4020 0.13
C 6.7235 4.0266 4.0848 -0.12
O 5.5064 4.3704 3.3818 -0.24
P 4.0640 3.5487 3.6609 0.59
O 3.5445 3.6110 2.2748 -0.26
O 3.4915 4.7962 4.5675 -0.25
C 4.2233 5.2763 5.6941 -0.13
O 2.8904 2.5246 4.2653 -0.24
C 3.0494 1.9792 5.5882 -0.11
H 7.5326 3.9600 3.3597 0.09
H 6.9646 4.8067 4.8082 0.08
H 6.6446 3.0708 4.6034 0.08
H 4.8049 6.1546 5.4080 0.09
H 4.8961 4.5198 6.1052 0.07
H 3.5136 5.5626 6.4685 0.09
H 2.8799 2.7521 6.3421 0.08
H 4.0409 1.5446 5.7226 0.08
H 2.3085 1.1944 5.7174 0.09
C -5.1561 -0.0553 -1.4214 -0.10
O -3.8583 0.1390 -2.0313 -0.23
P -3.7056 0.6220 -3.6177 0.56
O -2.5330 -0.1439 -4.0687 -0.23
O -3.3033 2.1527 -3.1963 -0.24
C -4.0854 2.8855 -2.2539 -0.12
O -4.3661 1.1130 -5.0467 -0.21
C -5.6515 1.7649 -5.0397 -0.10
H -5.1474 -1.0059 -0.8903 0.08
H -5.3489 0.7444 -0.7060 0.08
H -5.9591 -0.0779 -2.1586 0.08
H -3.6264 2.8211 -1.2658 0.09
H -5.1136 2.5213 -2.1964 0.07
H -4.1066 3.9286 -2.5636 0.09
H -5.5617 2.7768 -4.6395 0.08
H -6.3800 1.2002 -4.4566 0.08
H -6.0008 1.8226 -6.0667 0.09
```

Charge: 0
HOMO-LUMO gap in eV: 6.785
HOMO level in hartree: -0.3064
E_LUMO in Ha: -0.05702
ΔE to the lowest compared entry with this formula, charge and spin in kJ/mol: 0.0
SMILES string: COCc1c(P(O)Br)ccc2c1C(=O)C(O)=CC2=O.COP(=O)(OC)OC.COP(=O)(OC)OC

---

Entry 2:
# C18H28Cl2F4IrN4O2

A structure of composition C18H28Cl2F4IrN4O2 (the ωB97M-V functional and the def2-TZVPD basis, the OMol25 dataset).

```
59
Properties=species:S:1:pos:R:3:lowdin_charge:R:1
Ir 0.2616 0.1836 -0.1002 1.38
C 0.1043 2.7599 -0.1781 -0.05
C 0.4082 2.4215 -1.6517 -0.19
N -0.1669 1.0844 -1.9413 -0.29
C 0.3084 0.4177 -3.2117 -0.18
C 1.7828 0.4943 -3.5491 -0.06
C -1.6607 1.2091 -2.0446 -0.13
C -2.3023 -0.0439 -1.4998 -0.14
N -1.7738 -0.1575 -0.1328 -0.03
C -2.6069 -0.5781 0.8550 -0.14
C -2.4703 -0.0448 2.1618 -0.15
F -1.6019 0.9584 2.3502 0.09
C -3.2766 -0.4481 3.1965 -0.20
F -3.1244 0.1108 4.3866 0.15
C -4.2587 -1.4093 2.9907 0.15
C -4.4278 -1.9338 1.7228 -0.18
F -5.3488 -2.8528 1.5030 0.16
C -3.6446 -1.5212 0.6586 -0.13
F -3.8336 -2.0691 -0.5251 0.16
H 0.8941 3.3640 0.2608 0.10
H -0.0137 1.9100 0.5935 0.03
H -0.8438 3.2742 -0.0386 0.10
H 1.4839 2.3769 -1.8049 0.10
H 0.0149 3.1833 -2.3294 0.15
H -0.2575 0.8663 -4.0289 0.13
H 0.0046 -0.6276 -3.1389 0.10
H 2.1509 1.5137 -3.6578 0.09
H 1.9126 0.0063 -4.5149 0.10
H 2.4209 -0.0666 -2.8684 0.06
H -1.9436 1.4102 -3.0764 0.14
H -1.9844 2.0523 -1.4389 0.13
H -2.0486 -0.9396 -2.0692 0.13
H -3.3845 0.0649 -1.4896 0.15
H -4.8919 -1.7311 3.8075 0.16
N 0.6242 -0.7999 1.7509 -0.06
C 1.1634 -0.1707 2.9967 -0.19
C 2.5820 0.3500 2.8469 -0.16
C 2.7009 1.6197 1.9938 -0.18
C 3.1705 1.3992 0.5702 -0.18
N 2.3599 0.4040 -0.2039 -0.06
H 1.2570 -1.5613 1.4931 0.10
H -0.2334 -1.2896 2.0027 0.10
H 1.1225 -0.9243 3.7842 0.14
H 0.4945 0.6411 3.2794 0.11
H 3.2497 -0.4395 2.4831 0.13
H 2.9281 0.5691 3.8573 0.13
H 3.4280 2.2978 2.4431 0.13
H 1.7499 2.1589 2.0145 0.09
H 4.1999 1.0361 0.5745 0.14
H 3.1686 2.3361 0.0118 0.12
H 2.7067 -0.5388 -0.0209 0.10
H 2.5968 0.5384 -1.1833 0.07
Cl 1.3275 -3.3410 -3.2892 0.67
C 0.9374 -3.7836 -1.6130 -0.98
Cl 2.3870 -4.0895 -0.6561 0.66
C 0.1025 -2.6391 -1.0459 -0.70
O -1.0945 -2.7152 -0.9422 0.10
O 0.8467 -1.6072 -0.7104 -0.27
H 0.3418 -4.6890 -1.6344 0.08
```

Charge: +2
HOMO-LUMO gap (alpha / beta) in eV: 8.553 / 6.778
HOMO level (alpha / beta) in hartree: -0.5578 / -0.5625
E_LUMO (alpha / beta) in Ha: -0.24345 / -0.31339
ΔE to the lowest compared entry with this formula, charge and spin in kJ/mol: 0.0
Spin multiplicity: 2

---

Entry 3:
# C18H28Cl30N6O2P

A cluster of 11 separate species, C18H28Cl30N6O2P in total (the ωB97M-V functional and the def2-TZVPD basis, the OMol25 dataset).

```
85
Properties=species:S:1:pos:R:3:lowdin_charge:R:1
C 4.5397 0.2629 1.9703 -0.11
C 5.1687 1.0931 0.8350 -0.19
N 4.4040 2.2256 0.3042 -0.09
C 3.0138 1.9307 0.0572 -0.18
C 2.3260 3.0844 -0.6908 -0.10
N 0.8961 2.7731 -0.7974 0.10
C 0.0440 2.8542 0.2002 -0.35
N -1.2780 2.5321 0.1851 0.13
C -1.6799 2.7551 1.4245 -0.42
P -3.4812 2.3781 1.8483 0.81
N -3.5370 0.6528 1.7918 -0.18
O -4.2883 2.8649 0.5144 -0.30
N -0.7244 3.2172 2.2071 0.10
N 0.3831 3.2907 1.4233 0.16
C 4.6069 3.4558 1.0267 -0.46
C 4.3110 3.6020 2.5147 0.01
O 4.9914 4.4358 0.4238 0.12
H 5.2866 -0.1864 2.6156 0.08
H 3.9447 -0.5641 1.5716 -0.01
H 3.8551 0.8179 2.6059 0.05
H 6.1115 1.4937 1.2013 0.12
H 5.4287 0.4006 0.0421 0.09
H 2.9918 1.0914 -0.6255 0.10
H 2.4151 1.7013 0.9479 0.11
H 2.6941 3.1707 -1.7023 0.14
H 2.3991 4.0335 -0.1614 0.12
H 0.5213 2.4742 -1.6836 0.07
H -2.6173 0.2611 1.5957 0.03
H -4.0962 0.3705 0.9877 0.00
H -4.0303 2.2896 -0.2236 0.01
H -0.8188 3.4666 3.1832 0.11
H 1.2753 3.5973 1.7710 0.17
H 5.2484 3.8086 3.0165 0.10
H 3.6841 4.4841 2.6255 0.08
H 3.7773 2.7710 2.9628 0.06
C 0.9499 -2.0088 -1.8703 -1.53
Cl 0.4293 -1.8620 -3.5443 0.55
Cl 2.6563 -1.6102 -1.7027 0.51
Cl -0.0406 -0.9770 -0.8161 0.51
H 0.8099 -3.0340 -1.5578 -0.05
C -0.1514 -6.0127 -4.2838 -1.53
Cl -1.8512 -6.4104 -4.5245 0.55
Cl 0.0878 -5.2675 -2.6952 0.54
Cl 0.8592 -7.4409 -4.4547 0.56
H 0.1398 -5.2960 -5.0403 0.01
C -2.5747 6.4358 4.1695 -1.52
Cl -1.0977 5.6201 4.7380 0.52
Cl -2.1799 7.9878 3.4477 0.56
Cl -3.4583 5.4091 3.0383 0.53
H -3.2053 6.6095 5.0314 0.02
C -5.3556 -2.9967 1.7468 -1.53
Cl -5.4890 -1.7455 2.9814 0.54
Cl -4.9737 -2.2827 0.1721 0.52
Cl -4.1389 -4.1886 2.1987 0.54
H -6.3101 -3.4993 1.6657 0.02
C 3.1613 -3.5341 3.0315 -1.52
Cl 3.3012 -2.2086 4.1915 0.54
Cl 3.1048 -2.9172 1.3724 0.52
Cl 4.4844 -4.6753 3.2242 0.55
H 2.2328 -4.0533 3.2274 0.01
C -1.4931 1.6616 -3.7786 -1.51
Cl -2.3582 1.3022 -5.2676 0.59
Cl -0.1370 2.7519 -4.0988 0.57
Cl -2.5873 2.3606 -2.5770 0.57
H -1.0959 0.7356 -3.3845 -0.04
C -3.5971 -9.6057 -3.0710 -1.57
Cl -5.2936 -10.0234 -3.3090 0.53
Cl -3.3531 -8.8525 -1.4925 0.51
Cl -2.5701 -11.0270 -3.2496 0.53
H -3.3154 -8.8901 -3.8312 -0.03
C -4.1009 -2.7321 6.5744 -1.57
Cl -4.3006 -1.2240 7.4696 0.52
Cl -2.4530 -3.3451 6.7404 0.51
Cl -5.2729 -3.9353 7.1048 0.53
H -4.2789 -2.5271 5.5276 -0.04
C -4.5674 4.2639 -5.5404 -1.58
Cl -3.3967 5.5747 -5.3732 0.52
Cl -5.7648 4.3230 -4.2444 0.52
Cl -5.3452 4.3104 -7.1202 0.54
H -4.0304 3.3304 -5.4555 -0.07
C 5.9125 -1.4946 -4.3117 -1.54
Cl 4.2125 -1.9031 -4.5499 0.49
Cl 6.1463 -0.7034 -2.7476 0.51
Cl 6.9260 -2.9269 -4.4431 0.55
H 6.2050 -0.7987 -5.0864 0.02
```

Charge: +1
HOMO-LUMO gap in eV: 9.102
HOMO level in hartree: -0.4343
E_LUMO in Ha: -0.09985
ΔE to the lowest compared entry with this formula, charge and spin in kJ/mol: 0.0

---

Entry 4:
# C18H28N11O2STb

A structure of composition C18H28N11O2STb (the ωB97M-V functional and the def2-TZVPD basis, the OMol25 dataset).

```
61
Properties=species:S:1:pos:R:3:lowdin_charge:R:1
Tb -0.8590 1.1958 -0.0522 1.55
O -2.8445 0.1544 0.0859 -0.32
N -2.9926 -1.0449 0.5529 0.06
N -1.8997 -1.4760 1.1244 -0.18
O -0.7738 -0.7806 1.0324 -0.27
C -1.9539 -2.8396 1.7853 -0.14
C -2.0611 -2.8899 3.2164 0.01
C -1.9521 -4.1313 3.8043 -0.10
C -1.6087 -5.2573 3.1696 -0.07
C -1.6652 -5.2295 1.7803 -0.03
C -1.8750 -4.0115 1.0774 -0.02
H -2.2700 -2.0137 3.7956 0.11
H -2.0446 -4.2755 4.8852 0.13
H -1.4685 -6.2147 3.6232 0.12
H -1.4922 -6.1200 1.1336 0.13
H -1.7969 -3.9843 0.0052 0.11
N -2.8939 2.8944 0.4647 -0.05
N -2.5958 4.2674 0.4807 -0.05
C -1.7354 4.6596 -0.4821 -0.75
N -1.7346 6.0022 -0.7234 0.14
S -0.6708 3.6385 -1.4052 0.62
H -3.4014 2.6853 -0.3987 0.11
H -3.4317 2.6423 1.3141 0.14
H -3.3948 4.8638 0.6580 0.17
H -2.4476 6.5879 -0.3257 0.12
H -1.1519 6.4731 -1.3921 0.12
C 0.1026 0.4507 -3.2623 -0.21
N 0.9012 -0.2317 -4.2141 -0.08
C 0.3187 -1.5668 -4.4415 -0.12
N 0.1962 -2.2977 -3.1148 -0.06
C -0.5977 -1.5439 -2.1480 -0.18
N 0.0109 -0.2213 -1.9165 -0.19
C 1.4759 -0.4235 -1.4495 -0.19
N 2.2597 -1.1510 -2.3859 -0.08
C 2.2961 -0.4508 -3.6856 -0.11
C 1.5890 -2.4223 -2.6321 -0.16
H -0.8511 0.5611 -3.6676 0.11
H 0.5153 1.4960 -3.1946 0.13
H 0.8151 -2.1694 -5.2253 0.14
H -0.7061 -1.4117 -4.8293 0.13
H -0.5167 -2.0945 -1.2280 0.10
H -1.6462 -1.4916 -2.5587 0.16
H 1.4590 -0.9514 -0.5179 0.11
H 1.9517 0.5436 -1.1702 0.14
H 2.8250 -1.0331 -4.3898 0.12
H 2.8093 0.5445 -3.5868 0.15
H 1.5124 -2.8677 -1.6222 0.14
H 2.2070 -3.0859 -3.1984 0.13
N 4.3493 2.2778 3.8319 0.16
C 3.2210 2.0691 3.0959 -0.29
C 2.5321 0.8677 3.0457 0.00
C 1.5106 0.7010 2.1970 -0.14
N 0.9362 1.6859 1.4518 -0.13
C 1.5360 2.8917 1.5973 -0.14
C 2.6699 3.1235 2.3501 0.01
H 4.6680 1.5290 4.4885 0.15
H 4.6149 3.2262 4.0515 0.12
H 2.9030 0.0408 3.6783 0.14
H 1.0556 -0.2366 2.0598 0.08
H 1.1141 3.6916 0.9303 0.10
H 2.9777 4.1551 2.4510 0.12
```

Charge: +2
HOMO-LUMO gap (alpha / beta) in eV: 7.263 / 8.373
HOMO level (alpha / beta) in hartree: -0.5069 / -0.5071
E_LUMO (alpha / beta) in Ha: -0.23998 / -0.19941
Spin multiplicity: 7

---

Results for E_tot: -5278.83027 -2495.82265 -15328.52650 -2677.54492 (in hartree, following the order of the records).
Results for strongest force on any atom: 7.8 0.3 2.3 3.7 (in eV Å⁻¹, following the order of the records).